Entry from the OMol25 dataset: C15H19N3O4 in the gas phase in a non-equilibrium geometry (the ωB97M-V functional and the def2-TZVPD basis).

```
41
Properties=species:S:1:pos:R:3:forces:R:3:lowdin_charge:R:1
C -2.12973 0.82142 1.50853 -0.191 0.390 -0.629 -0.311
C -1.40280 -0.39676 0.94800 0.414 -0.586 -0.643 -0.418
C -1.49283 2.10910 0.88886 0.860 -0.450 1.706 -0.103
C -1.31041 2.05501 -0.55962 -0.637 0.288 -1.085 -0.208
C -2.26491 2.39544 -1.47706 -0.918 0.086 1.596 -0.057
C -0.12306 1.74335 -1.30506 -0.057 0.019 0.983 -0.127
C -0.42721 1.97398 -2.66095 -0.349 -0.111 -0.073 -0.208
C 1.13085 1.29094 -0.88621 1.539 -0.070 -1.831 -0.006
C 0.51481 1.76470 -3.63654 1.407 0.140 -1.935 -0.029
C 2.10096 1.10357 -1.92481 -0.583 -0.163 1.586 -0.088
C 1.80016 1.34938 -3.25286 -1.084 0.018 -0.594 -0.113
C 0.69644 -1.60793 0.84379 0.889 1.795 -1.115 -0.215
C 0.21111 -3.01020 0.96498 -0.439 -0.937 -0.399 -0.492
C 2.06986 -1.53124 1.53057 0.682 0.439 0.467 -0.335
C 3.13360 -2.31005 0.77742 -0.275 -0.171 0.395 -0.018
H -1.16604 0.81148 3.26495 0.109 0.248 0.243 0.064
H -2.59162 0.10768 3.41484 -0.120 0.132 -0.531 0.089
H -3.17371 0.84882 1.19558 0.069 -0.556 -0.281 0.148
H -0.46955 2.22690 1.34556 -0.889 0.116 -0.141 0.132
H -2.10564 2.97598 1.17517 0.233 -0.311 0.108 0.126
H -3.32790 2.63096 -1.25512 1.004 -0.042 -0.456 0.145
H -2.30730 2.54998 -3.55336 0.508 -0.147 0.241 0.160
H 1.43166 1.06740 0.14239 -0.405 0.288 -0.488 0.082
H 0.40176 1.94031 -4.74536 -0.446 -0.151 1.434 0.124
H 3.09094 0.71406 -1.68994 -0.193 0.158 0.160 0.093
H 2.50533 1.15220 -4.05946 0.053 0.100 0.386 0.098
H 0.38093 0.05499 1.98573 -0.491 0.039 -0.080 0.125
H 0.82770 -1.29996 -0.22170 -0.159 -0.757 0.451 0.174
H 1.87524 -1.91206 2.53790 0.407 -0.096 0.133 0.150
H 3.34743 -0.01469 2.11238 -1.167 -0.616 -0.569 0.124
H 2.73610 -3.29347 0.49484 0.306 0.244 -0.019 0.083
H 3.38891 -1.73696 -0.11208 0.064 -0.124 -0.116 0.087
H 4.02385 -2.44171 1.40427 -0.129 0.020 -0.188 0.087
H -0.75407 -4.15389 2.05060 0.101 0.811 0.163 0.151
N -2.12254 0.88153 2.94450 0.350 0.125 0.987 0.050
N -1.75259 2.37218 -2.72396 0.002 -0.022 -1.335 0.080
N -0.15360 -0.63507 1.46820 -0.042 0.373 0.628 0.106
O -1.80723 -1.14697 0.07260 -0.393 0.398 0.375 0.095
O 0.47745 -3.91494 0.20753 -0.101 0.561 0.390 0.116
O 2.47753 -0.12541 1.65410 0.174 -0.433 0.285 -0.077
O -0.51700 -3.19551 2.08293 -0.102 -1.048 -0.207 0.117
```
Forces are in eV/Å.

Computed properties:
**HOMO**: -7.62 eV
**Lowest unoccupied orbital energy**: 0.01625 hartree
**Gap between HOMO and LUMO**: 0.2961 hartree
**Relative energy (zero: lowest compared OMol25 entry of this formula, charge and spin)**: 0.5684 eV
**SMILES string**: C[C@@H](O)[C@H](NC(=O)[C@@H](N)Cc1c[nH]c2ccccc12)C(=O)O

=====

Entry from the OMol25 dataset: C3H3NO2 in the gas phase in a non-equilibrium geometry (the ωB97M-V functional and the def2-TZVPD basis).

```
9
Properties=species:S:1:pos:R:3:forces:R:3:lowdin_charge:R:1
C 0.68539 0.12924 -0.02378 2.233 -2.053 0.346 -0.323
C -0.15049 1.18009 0.04836 3.771 2.058 -0.959 -0.099
C -1.24076 -0.71441 -0.01940 -4.104 -0.092 0.448 -0.243
H 2.08775 -1.07885 -0.07819 0.756 4.157 0.241 0.189
H 0.10416 2.35019 0.01141 -1.199 -3.175 0.096 0.187
H -2.17132 -1.38236 0.21469 1.651 1.873 -0.988 0.177
N -0.08014 -1.13469 -0.03124 4.650 1.404 0.184 0.139
O 2.09788 0.01984 -0.02632 -2.781 -4.326 -0.213 -0.029
O -1.33246 0.63095 -0.09553 -4.976 0.155 0.846 0.001
```
Forces are in eV/Å.

Computed properties:
**HOMO**: -8.95 eV
**Lowest unoccupied orbital energy**: 0.03361 hartree
**Gap between HOMO and LUMO**: 0.3627 hartree
**Relative energy (zero: lowest compared OMol25 entry of this formula, charge and spin)**: 2.7027 eV
**SMILES string**: Oc1cocn1

=====

Entry from the OMol25 dataset: 2 unconnected molecules or ions with the total composition C6H13O in a non-equilibrium geometry (the ωB97M-V functional and the def2-TZVPD basis).

```
20
Properties=species:S:1:pos:R:3:forces:R:3:lowdin_charge:R:1
C 2.72289 -0.33312 0.73779 0.817 -0.808 2.070 -0.011
C -1.72218 -0.05591 0.89723 -0.150 2.829 -0.633 -0.026
C -0.96023 -1.77835 -0.75949 -2.724 1.495 2.384 -0.018
C 0.35237 1.94053 -0.24547 0.235 0.189 0.140 -0.035
C -0.94617 -0.29746 -0.39492 0.447 -0.655 -0.211 -0.445
C 0.20190 0.51849 -0.66954 1.190 0.099 -1.596 0.000
O 1.52527 -0.17808 0.96994 1.867 -0.175 -1.364 -0.026
H 3.47939 -0.21447 1.59253 -1.085 0.130 -0.794 0.127
H 3.27874 -0.72849 -0.16302 -1.367 0.568 -0.003 0.122
H -1.40605 -0.83848 1.62268 -0.779 0.602 -0.436 0.106
H -1.32943 1.00263 1.25743 -1.460 -2.371 -0.101 0.104
H -2.84538 0.01786 0.57128 2.056 -0.413 1.390 0.138
H -0.47438 -2.33470 -0.02106 1.473 -0.817 0.946 0.075
H -2.00853 -2.07775 -0.54078 0.415 0.044 -0.723 0.113
H -0.70831 -2.00891 -1.71500 0.906 -0.739 -2.741 0.057
H -0.41994 2.37720 0.38519 -0.077 -0.599 0.192 0.087
H 0.43970 2.70211 -1.04340 0.573 -0.871 -0.039 0.121
H 1.27735 1.83630 0.35599 -0.352 0.936 -0.414 0.105
H -1.38965 0.24631 -1.29212 -0.419 0.135 0.058 0.211
H 0.93266 0.20427 -1.54527 -1.567 0.419 1.876 0.197
```
Forces are in eV/Å.

Computed properties:
**HOMO**: -15.17 eV
**Lowest unoccupied orbital energy**: -0.17998 hartree
**Charge**: +1
**Gap between HOMO and LUMO**: 0.3774 hartree
**Relative energy (zero: lowest compared OMol25 entry of this formula, charge and spin)**: 1.9213 eV

=====

Entry from the OMol25 dataset: 3 unconnected molecules or ions with the total composition C6H8O2 in a non-equilibrium geometry (the ωB97M-V functional and the def2-TZVPD basis).

```
16
Properties=species:S:1:pos:R:3:forces:R:3:lowdin_charge:R:1
C -2.30666 1.42222 0.84673 0.328 -0.176 0.038 -0.064
C 0.42490 -1.57837 -1.26206 -0.058 -0.017 -0.238 -0.073
C -1.50100 0.86474 -0.31168 0.007 1.022 0.056 -0.288
C 0.74607 -0.49395 -0.34824 3.277 -0.839 1.257 -0.196
C 2.82151 -0.57238 0.61676 0.569 -0.419 -0.309 -0.128
C 0.57369 0.50908 0.35360 -4.230 1.323 -1.147 0.050
O -1.95142 0.77411 -1.41863 1.029 -0.432 0.848 0.057
O 3.32567 0.15412 1.42068 -1.182 -0.502 -0.869 0.006
H 3.41232 -1.41795 0.15781 -0.091 0.117 0.126 0.076
H 0.85915 1.25899 1.06073 0.309 -0.139 0.076 0.074
H -2.43123 0.63110 1.59269 -0.006 0.122 -0.031 0.081
H -3.27745 1.80452 0.51465 0.164 -0.092 0.030 0.077
H -1.70032 2.21265 1.29918 -0.188 -0.048 0.049 0.073
H 1.17432 -1.64500 -2.05461 -0.052 -0.049 0.079 0.089
H -0.54559 -1.38995 -1.73239 0.054 0.038 0.055 0.079
H 0.37602 -2.53394 -0.73521 0.070 0.090 -0.021 0.090
```
Forces are in eV/Å.

Computed properties:
**HOMO (alpha / beta)**: -6.98 / -6.81 eV
**Lowest unoccupied orbital energy (alpha / beta)**: 0.01904 / 0.02476 hartree
**Gap between HOMO and LUMO (alpha / beta)**: 0.2756 / 0.2750 hartree
**Relative energy (zero: lowest compared OMol25 entry of this formula, charge and spin)**: 6.6004 eV

=====

Entry from the OMol25 dataset: 2 unconnected molecules or ions with the total composition H2N3O2S in a non-equilibrium geometry (the ωB97M-V functional and the def2-TZVPD basis).

```
8
Properties=species:S:1:pos:R:3:forces:R:3:lowdin_charge:R:1
N 1.29839 0.54805 -1.48631 0.006 -0.567 0.172 -0.749
N -0.56779 -0.09980 0.75371 -4.300 -0.546 -2.202 0.077
N -1.85609 -0.09117 0.90718 -0.456 -1.269 5.298 -0.032
O -2.42549 -0.27092 2.36766 3.488 1.193 -6.458 -0.350
O 1.40287 -0.65784 -1.10423 -0.213 0.899 -0.397 -0.351
S 2.21669 1.10223 -2.73778 -0.030 -0.307 0.256 0.270
H -0.13685 -0.40184 -0.16119 -0.244 0.725 0.179 0.067
H 0.06827 -0.12872 1.46096 1.749 -0.128 3.152 0.069
```
Forces are in eV/Å.

Computed properties:
**HOMO**: -3.91 eV
**Lowest unoccupied orbital energy**: 0.11481 hartree
**Charge**: -1
**Gap between HOMO and LUMO**: 0.2586 hartree
**Relative energy (zero: lowest compared OMol25 entry of this formula, charge and spin)**: 2.9470 eV

=====

Entry from the OMol25 dataset: C4H6N4O in the gas phase in a non-equilibrium geometry (the ωB97M-V functional and the def2-TZVPD basis).

```
15
Properties=species:S:1:pos:R:3:forces:R:3:lowdin_charge:R:1
C -1.14167 -1.20606 -0.02843 -1.622 0.548 0.149 -0.104
C -0.16358 -0.32986 -0.10468 1.347 0.293 0.344 -0.158
C 1.19258 1.43178 -0.06699 0.240 -1.439 1.034 -0.127
C 1.26327 -0.74028 -0.01069 0.034 1.340 0.112 -0.455
H -2.83250 -0.08368 -0.35914 0.045 -0.726 0.248 0.090
H -3.11661 -1.75361 -0.01866 0.079 0.191 -0.117 0.092
H -0.87466 -2.20824 0.11414 0.576 -1.339 -0.011 0.120
H -1.72962 1.63991 0.88872 -0.345 0.147 -0.018 0.094
H -1.56165 2.22229 -0.72157 -0.571 -0.095 0.085 0.093
H 1.44060 2.46202 -0.02618 0.176 0.793 -0.049 0.122
N -2.48930 -0.96729 0.01687 -0.368 0.718 -0.235 0.077
N -0.10977 1.06604 -0.06074 -0.064 -0.005 -0.770 -0.146
N -1.12933 1.95794 0.14827 0.126 0.545 -0.101 0.087
N 2.03921 0.45306 0.01635 0.035 0.213 -0.636 0.133
O 1.69941 -1.84756 0.06776 0.311 -1.185 -0.035 0.084
```
Forces are in eV/Å.

Computed properties:
**HOMO**: -8.10 eV
**Lowest unoccupied orbital energy**: 0.01460 hartree
**Gap between HOMO and LUMO**: 0.3123 hartree
**Relative energy (zero: lowest compared OMol25 entry of this formula, charge and spin)**: 1.2277 eV
**SMILES string**: N/C=C1/C(=O)N=CN1N

=====

Taking the records one at a time from the top gives energy values of -1048.25479 -321.27832 -311.26877 -383.66756 -713.97892 -450.24354 Eh.